# 1
170
Properties=species:S:1:pos:R:3 method="wB97M-V/def2-TZVPD" gap_ev=6.7 e_lumo_ev=1.5 total_charge=-1 de_lowest_kj_mol=0.0 energy_ev=-170500.7243
C 0.86434 2.24191 5.61297
C -0.02235 2.06101 4.80984
P -1.62067 1.70694 3.79847
C -2.36720 3.26488 4.65106
C -2.95251 4.23199 3.61497
P -2.16727 5.88897 3.67695
O -1.28476 6.12859 4.83678
O -3.34529 7.04637 3.73178
C -4.19973 7.04114 2.58573
C -5.64204 7.44205 2.96503
O -1.32567 6.02763 2.28540
C -0.90436 7.38619 2.00144
C 0.49539 7.24843 1.39542
O -2.33535 0.72292 5.03002
C -1.94596 -0.64941 5.00183
C -0.82376 -0.77225 6.09749
C 0.49476 -1.36176 5.65610
O 1.49262 -0.82159 5.35110
F 0.49612 -2.74648 5.66174
C -1.57983 -0.89578 3.52845
C -0.93075 -2.22477 3.12346
C -1.29426 -2.74100 1.73525
C -0.28790 -3.84668 1.29786
C -1.01616 -4.93331 0.46627
C -1.79813 -4.38806 -0.75019
C -1.22791 -4.85940 -2.11972
C -2.32156 -4.84597 -3.21658
C -1.88136 -5.73040 -4.39675
C -2.46898 -5.28547 -5.75625
C -1.55012 -4.25104 -6.43010
C -0.23680 -4.85957 -6.93658
O 0.24871 -4.11272 -8.05973
C 1.44987 -3.43713 -7.76325
C -3.00675 -0.88117 2.78766
O -3.16494 -0.38333 1.71639
N -4.19381 -1.44520 3.42938
C -4.16222 -2.82256 3.64042
O -3.51819 -3.37407 4.46473
F -4.97823 -3.49289 2.80744
O -0.98692 0.25781 3.04669
H 1.59836 2.30397 6.37871
H -0.97427 2.46089 2.74725
H -2.79558 1.79003 2.96049
H -3.16526 2.98918 5.34591
H -1.58703 3.72237 5.25663
H -4.02793 4.40579 3.73661
H -2.83714 3.86631 2.58307
H -4.24638 6.05458 2.10902
H -3.79488 7.71751 1.82481
H -6.04036 8.14720 2.23347
H -6.26766 6.55001 2.90495
H -5.66298 7.86248 3.96897
H -0.89446 7.96476 2.92667
H -1.62837 7.79836 1.29652
H 1.19984 7.15694 2.22307
H 0.74761 8.06378 0.71580
H 0.55314 6.31258 0.83521
H -2.80871 -1.15958 5.42142
H -0.63090 0.20042 6.53955
H -1.18808 -1.41882 6.90383
H 0.15531 -2.06225 3.13005
H -1.11279 -2.96135 3.90879
H -1.29143 -1.96352 0.97204
H -2.27962 -3.22323 1.70526
H 0.56174 -3.43012 0.75524
H 0.03326 -4.35360 2.21444
H -0.33361 -5.74388 0.19192
H -1.73709 -5.37927 1.16202
H -1.81691 -3.29662 -0.78791
H -2.83836 -4.71454 -0.65790
H -0.77241 -5.84469 -2.00494
H -0.49361 -4.10730 -2.42187
H -3.30466 -5.10806 -2.81975
H -2.39303 -3.80730 -3.56389
H -2.09458 -6.77870 -4.17766
H -0.79134 -5.64368 -4.47052
H -2.54899 -6.16914 -6.39982
H -3.48129 -4.89027 -5.63853
H -1.29167 -3.50042 -5.67413
H -2.10012 -3.77321 -7.24262
H 0.54226 -4.81567 -6.17050
H -0.37847 -5.90163 -7.24358
H 2.28802 -4.12120 -7.57683
H 1.70762 -2.80523 -8.61350
H 1.32374 -2.80247 -6.87656
H -5.03225 -1.13903 2.95276
C -1.07487 8.68313 -5.06169
C -0.70938 8.20224 -3.67322
O -0.97246 9.22399 -2.69302
C -2.22264 9.30068 -2.25675
O -3.13478 8.60990 -2.59836
C -2.33378 10.40167 -1.19663
F -1.68134 11.51122 -1.56290
F -1.81432 9.99171 -0.03357
F -3.60278 10.73732 -0.98135
H -0.56020 9.61766 -5.28836
H -0.80242 7.94128 -5.81032
H -2.14549 8.87541 -5.13730
H 0.35445 7.99777 -3.61151
H -1.23327 7.28328 -3.41354
C 4.98235 -0.34552 6.96372
C 4.54830 1.07044 7.26837
O 5.23284 1.58784 8.43132
C 6.43928 2.09011 8.22486
O 7.01524 2.15542 7.17960
C 7.00200 2.63510 9.54315
F 6.78631 1.79440 10.56025
F 6.42383 3.80433 9.85102
F 8.31429 2.84083 9.45784
H 4.84197 -0.98489 7.83641
H 4.39778 -0.74414 6.13529
H 6.03937 -0.38847 6.69775
H 3.48781 1.08822 7.50900
H 4.70051 1.72770 6.41378
C 5.89903 8.04234 -2.40046
C 6.03366 7.30362 -3.71446
O 4.74719 6.88310 -4.20397
C 4.04747 7.78643 -4.87423
O 4.37737 8.90945 -5.11176
C 2.73196 7.15938 -5.34794
F 2.15893 6.42706 -4.38739
F 2.94178 6.35263 -6.39515
F 1.85628 8.09151 -5.72197
H 5.35687 7.43539 -1.67473
H 6.88085 8.28374 -1.99490
H 5.33957 8.96934 -2.52652
H 6.61093 6.39168 -3.57644
H 6.54788 7.90471 -4.46360
C -7.15748 -8.65624 -5.95358
C -6.49064 -9.26680 -4.73969
O -5.33210 -10.03300 -5.11852
C -4.21447 -9.33865 -5.29610
O -4.09047 -8.15835 -5.17671
C -3.06446 -10.28911 -5.64549
F -3.43253 -11.21067 -6.54344
F -2.64043 -10.94160 -4.55008
F -2.02652 -9.63564 -6.15339
H -7.39751 -9.42830 -6.68558
H -8.07574 -8.14600 -5.66524
H -6.50014 -7.93651 -6.44141
H -7.16351 -9.96826 -4.25063
H -6.21856 -8.50795 -4.00722
C -0.42379 -13.03459 -5.52179
C 0.20113 -13.61529 -4.27228
O 1.36144 -14.40653 -4.59134
C 2.49567 -13.73651 -4.75576
O 2.63771 -12.55485 -4.66730
C 3.63764 -14.71870 -5.04248
F 3.27150 -15.65707 -5.92252
F 4.01192 -15.33925 -3.91602
F 4.69888 -14.08925 -5.53514
H -0.65034 -13.82515 -6.23881
H -1.34154 -12.50815 -5.27849
H 0.25530 -12.33697 -6.01284
H -0.49484 -14.29354 -3.78247
H 0.45905 -12.83740 -3.55465
C 4.20089 6.21907 6.44020
C 5.56838 6.48825 5.84771
O 5.55746 6.29402 4.42145
C 5.12663 7.31480 3.69360
O 4.75724 8.37419 4.10297
C 5.20352 6.94834 2.20765
F 4.75952 5.71278 1.97274
F 6.46981 6.99629 1.75953
F 4.48343 7.77315 1.44989
H 3.85340 5.22343 6.16289
H 4.23843 6.28958 7.52705
H 3.46443 6.93299 6.07241
H 6.29599 5.77886 6.23785
H 5.92286 7.48975 6.09002

---

# 2
12
Properties=species:S:1:pos:R:3 method="wB97M-V/def2-TZVPD" gap_ev=6.7 e_lumo_ev=3.3 total_charge=-1 de_lowest_kj_mol=329.3 energy_ev=-31096.0364
C 0.04085 -1.06025 -0.07304
C -0.71467 1.63272 -0.43606
N 0.51241 0.25818 0.31358
O 2.58704 -0.06129 -1.06573
O 2.63949 1.84048 0.44037
S 2.23847 0.43078 0.28640
Cl -2.20468 1.35992 0.27921
H 0.32695 -1.27472 -1.23055
H 0.60853 -1.78280 0.49850
H -1.06083 -1.18423 0.37433
H -0.55647 1.90244 -1.49827
H -0.17657 2.41834 0.06041

---

# 3
88
Properties=species:S:1:pos:R:3 method="wB97M-V/def2-TZVPD" gap_ev=8.4 e_lumo_ev=0.2 de_lowest_kj_mol=0.0 energy_ev=-93448.0602
C 4.07521 0.38901 -0.62832
C 3.55059 1.48289 0.24933
H 4.79167 0.77572 -1.35791
H 3.27030 -0.13176 -1.16724
H 4.59679 -0.35862 -0.01099
C 4.05718 2.72376 0.30459
C 5.20345 3.21979 -0.51097
H 3.67258 3.44783 1.03075
H 5.55062 2.50997 -1.26967
H 6.05415 3.45572 0.14079
H 4.92786 4.15322 -1.01549
In -0.11312 -0.64061 -0.19189
Cl 0.48597 -2.27893 1.48025
Cl 0.86351 -1.31839 -2.25720
H -5.18402 -3.44561 -0.14752
H -3.86558 -5.55228 -0.08781
C -4.52691 -3.04690 -0.93096
C -3.20628 -5.14806 -0.86585
N -3.21609 -3.69366 -0.81936
H -4.41213 -1.96358 -0.82674
C -2.09223 -2.99514 -0.78514
O -2.07200 -1.72658 -0.77029
H -2.18278 -5.50375 -0.70299
H -1.15474 -3.59153 -0.74508
H -4.97847 -3.28710 -1.90356
H -3.56020 -5.50710 -1.84206
H 1.96227 1.73056 -2.36068
H 1.55142 4.08245 -0.99887
C 1.00067 1.96701 -2.84470
C 0.68440 4.11883 -1.68106
N 0.18084 2.78060 -1.95443
H 0.49143 1.03412 -3.09972
C -0.84474 2.31799 -1.23373
O -1.21930 1.11264 -1.18708
H -0.11779 4.70149 -1.21314
H -1.37213 3.10173 -0.65427
H 1.21308 2.56160 -3.74481
H 0.99607 4.58348 -2.62517
O 1.21746 1.01145 0.29204
C 2.33993 1.08533 1.09448
C 1.25388 3.12877 2.14482
C 2.05269 1.99613 2.28547
H 0.86893 3.37204 1.15000
C 0.94914 3.90874 3.26785
H 2.58939 0.09043 1.50970
C 2.53962 1.62158 3.54508
H 0.35875 4.82260 3.13883
C 1.40215 3.50933 4.53270
C 2.20909 2.37130 4.67606
H 3.16160 0.72668 3.61514
H 1.10536 4.07464 5.42024
H 2.56327 2.06268 5.66280
Si 1.41223 -3.82331 -4.89290
Cl 2.87097 -2.41878 -4.45336
C 0.17359 -2.93439 -5.98720
C 0.98235 -4.67350 -3.27317
C 2.04584 -5.16342 -6.09493
H -0.03773 -1.91536 -5.64677
H -0.76964 -3.49055 -6.05039
H 0.59784 -2.87887 -7.00256
H 2.27507 -4.71891 -7.07683
H 1.22821 -5.89363 -6.21718
H 2.93526 -5.67990 -5.70984
H 0.76795 -3.95864 -2.46616
H 1.83681 -5.29221 -2.95892
H 0.11589 -5.34312 -3.38747
C -2.85346 -0.54163 2.11662
N -1.68320 0.35951 1.95611
C -0.92302 0.36767 3.23300
N -1.75329 0.83546 4.36303
C -2.93111 -0.05574 4.48807
N -3.72248 -0.10766 3.23020
C -4.17807 1.28077 2.96050
N -3.03365 2.21072 2.81512
C -2.17745 1.73560 1.72078
C -2.24922 2.20030 4.06798
H -2.47891 -1.55582 2.30795
H -3.43171 -0.53146 1.18085
H -0.05920 1.04372 3.11923
H -0.56122 -0.65030 3.42118
H -3.58182 0.33206 5.28743
H -2.57838 -1.06365 4.72846
H -4.75520 1.29084 2.02753
H -4.80464 1.60921 3.80472
H -1.30693 2.40726 1.63660
H -2.75525 1.75422 0.78836
H -2.89323 2.53437 4.89628
H -1.39600 2.88666 3.96145

---

# 4
108
Properties=species:S:1:pos:R:3 method="wB97M-V/def2-TZVPD" gap_ev=8.3 smiles="CC[C@@H](F)c1nc2cc(P(=N)(O)O)c(C)c(C)c2nc1/C(Br)=C(/C)Br.BrCCBr.BrCCBr.BrCCBr.BrCCBr.BrCCBr.BrCCBr.BrCCBr.BrCCBr" e_lumo_ev=-0.3 energy_ev=-1315350.9683
C -1.45574 -4.22115 -1.97322
C -0.99021 -4.16234 -0.51887
C 0.47676 -3.72387 -0.34365
F 1.07805 -3.49684 -1.57456
C 0.53970 -2.40406 0.38884
N 0.32247 -1.32784 -0.30303
C 0.36696 -0.15033 0.37221
C 0.16731 1.04960 -0.32885
C 0.18244 2.25243 0.32354
P -0.12464 3.72472 -0.66278
N -1.31483 4.55577 -0.12138
O -0.43368 3.15168 -2.12923
O 1.26779 4.47637 -0.83256
C 0.41488 2.32809 1.73870
C 0.45622 3.68231 2.37353
C 0.61005 1.16125 2.43608
C 0.81427 1.08810 3.90672
C 0.60700 -0.08605 1.74879
N 0.84476 -1.22895 2.44640
C 0.82637 -2.34728 1.78060
C 1.13307 -3.57719 2.53901
Br -0.36391 -4.62633 3.01931
C 2.35535 -3.95834 2.89028
C 2.72671 -5.16181 3.67496
Br 3.81598 -2.89521 2.34806
H -2.51221 -3.96959 -2.00339
H -1.38160 -5.22234 -2.38004
H -0.94542 -3.50784 -2.60452
H -1.62547 -3.46342 0.01600
H -1.13040 -5.12805 -0.04679
H 1.08788 -4.46657 0.15313
H -0.00867 0.98439 -1.38762
H -1.08692 5.51472 0.10194
H -1.24863 2.63210 -2.00944
H 1.46951 4.61877 -1.76773
H 0.68943 3.63941 3.42705
H 1.24711 4.26601 1.90630
H -0.48316 4.20470 2.24541
H 0.59451 2.01639 4.41743
H 0.12352 0.35449 4.31126
H 1.81700 0.74745 4.14964
H 2.89662 -6.00446 3.00720
H 1.92756 -5.43532 4.35206
H 3.62375 -4.97826 4.25082
Br -4.05470 5.18248 3.29876
C -4.86840 3.41678 3.22726
C -3.98499 2.37398 3.85634
Br -2.49157 1.91288 2.70046
H -5.07046 3.20795 2.18214
H -5.80542 3.50417 3.77219
H -4.53625 1.44741 4.00906
H -3.56545 2.70415 4.80042
Br 2.40254 3.95688 -4.11154
C 1.64212 2.57113 -5.24418
C 1.27755 1.34830 -4.44670
Br 2.83568 0.30227 -3.93616
H 2.37446 2.37476 -6.01949
H 0.74990 3.00942 -5.68455
H 0.66055 0.68393 -5.04425
H 0.75951 1.59966 -3.52725
Br -5.22181 3.46174 -5.00787
C -5.19418 3.68371 -3.07452
C -3.83031 3.43154 -2.48774
Br -3.41486 1.52245 -2.42054
H -5.94702 3.01305 -2.67455
H -5.49339 4.71342 -2.89616
H -3.78126 3.76980 -1.45447
H -3.03454 3.90375 -3.05408
Br -2.33372 2.36979 -7.61787
C -3.68336 1.01483 -7.96810
C -4.20970 1.10011 -9.37459
Br -5.42811 2.59813 -9.59702
H -4.46038 1.15488 -7.22328
H -3.18891 0.06061 -7.80253
H -4.78930 0.21192 -9.61369
H -3.41885 1.22810 -10.10565
Br 0.23168 1.58967 9.06956
C 1.14538 2.82192 7.87612
C 0.24666 3.94520 7.43271
Br -1.03156 3.35380 6.09258
H 1.51217 2.23315 7.04169
H 1.98558 3.21219 8.44537
H 0.82889 4.72878 6.95328
H -0.32731 4.36850 8.24974
Br -6.32693 -3.05315 2.57702
C -4.66529 -3.97998 2.97929
C -3.80406 -3.20049 3.93647
Br -2.93297 -1.69863 3.06906
H -4.16886 -4.15595 2.03055
H -4.96070 -4.92954 3.41940
H -2.99813 -3.82709 4.31401
H -4.36956 -2.79544 4.76873
Br 6.13598 -1.87203 -2.94601
C 6.51644 0.03634 -2.93826
C 7.64332 0.38927 -3.87001
Br 9.37770 -0.10932 -3.14345
H 6.72778 0.30694 -1.90942
H 5.59860 0.52127 -3.26049
H 7.68792 1.46582 -4.01626
H 7.55412 -0.10657 -4.83041
Br 3.25971 -5.37154 -1.11750
C 4.86654 -6.37938 -0.69012
C 5.73781 -5.64579 0.29442
Br 6.68414 -4.16521 -0.53327
H 5.37189 -6.57176 -1.63039
H 4.52492 -7.31943 -0.26218
H 6.50859 -6.30655 0.68468
H 5.16665 -5.22426 1.11561

---

# 5
48
Properties=species:S:1:pos:R:3 method="wB97M-V/def2-TZVPD" gap_ev="3.6 / 3.6" e_lumo_ev="-14.1 / -14.1" total_charge=+3 energy_ev=-55763.7563
C -0.17477 -0.01129 -5.56110
I -0.53100 0.05338 -3.42724
H 0.89129 0.09534 -5.75969
H -0.73036 0.80566 -6.02477
H -0.53757 -0.96829 -5.93962
Pb 0.49906 -0.00329 0.01306
P 0.13635 2.73615 -0.25285
C -1.49953 3.48948 -0.54124
C 0.79401 3.47420 1.28662
H 0.96397 4.56191 1.17878
H 1.37573 4.37716 -1.60628
H 1.73901 2.96542 1.54196
H 2.24237 2.81390 -1.43663
H -2.16458 3.18797 0.28016
H 0.12092 3.24129 2.12852
C 1.25528 3.28033 -1.59027
H -1.44203 4.58482 -0.59088
H 0.88685 2.88952 -2.55326
H -1.91343 3.08042 -1.47215
P 0.17813 -2.77236 0.13945
C -1.45894 -3.56144 -0.03311
C 1.30934 -3.48124 -1.10871
H 1.76829 -2.76758 1.97094
H 1.03903 -4.41581 1.75248
H 0.14863 -3.04093 2.56375
C 0.84187 -3.32733 1.75449
H 2.28571 -2.97413 -1.02739
H 1.45576 -4.56700 -0.97600
H -1.40444 -4.65302 0.07230
H -1.87788 -3.29068 -1.01191
H 0.92738 -3.24844 -2.11459
H -2.12326 -3.14600 0.73896
C -2.01079 -0.05363 -0.54185
O -3.14917 -0.05415 -0.58511
C 1.54965 -0.72607 4.52742
Si 0.02475 0.09975 3.79532
C -1.45732 -0.91838 4.34682
C -0.14080 1.81566 4.56836
O 0.12232 0.18386 2.19835
H 1.55992 -0.67954 5.62415
H 2.46496 -0.24127 4.17777
H 1.64523 -1.77318 4.22594
H -1.52764 -0.94474 5.44284
H -2.39560 -0.50490 3.96594
H -1.41569 -1.94965 3.98365
H 0.70941 2.46007 4.32240
H -1.02530 2.34426 4.19876
H -0.22181 1.75806 5.66297

---

# 6
18
Properties=species:S:1:pos:R:3 method="wB97M-V/def2-TZVPD" gap_ev=9.8 e_lumo_ev=-3.4 total_charge=+1 de_lowest_kj_mol=152.3 energy_ev=-7872.7130
C -0.82534 0.72895 0.33857
C 0.60991 1.08546 0.68780
C 1.05681 0.39298 1.98370
C 2.29497 0.60572 2.43746
N -0.86100 -0.34419 -0.75053
H -1.46790 0.39137 1.14583
H -1.27158 1.65614 -0.03415
H 1.31376 1.06821 -0.14069
H 0.60088 2.16396 0.90499
H 0.31978 -0.16721 2.53086
H 2.65373 0.00618 3.25682
H 2.99027 1.28197 1.95932
H -1.40698 -0.10311 -1.58114
H 0.10179 -0.58096 -0.95176
H -1.44980 -1.12101 -0.44481
H -1.53352 -1.25152 -4.05786
H -1.63759 -2.71799 -3.61780
O -1.50399 -1.81953 -3.29090